Entry from OMol25: C6H10O in the gas phase (ωB97M-V/def2-TZVPD).

Structure (XYZ):
```
17
Properties=species:S:1:pos:R:3:forces:R:3:mulliken_charge:R:1
C 2.107 0.216 -0.354 0.03 -0.01 -0.01 -1.081
C 0.916 0.069 0.541 0.14 -0.85 0.37 -0.238
C -0.269 -0.477 0.225 0.60 -0.32 0.29 0.658
C -1.184 -1.052 1.271 -0.08 0.00 0.08 -1.243
C -0.803 -0.153 -1.160 0.11 0.11 0.11 -0.818
C -0.985 1.302 -0.724 -0.08 0.81 -0.59 0.146
O -0.101 2.118 -0.604 -0.94 0.16 -0.88 -0.489
H 2.778 -0.581 -0.004 0.17 0.19 -0.18 0.337
H 1.907 0.031 -1.413 -0.04 0.08 0.22 0.260
H 2.640 1.165 -0.257 -0.21 -0.05 0.04 0.298
H 1.074 0.410 1.562 0.21 -0.74 0.22 0.275
H -1.037 -2.140 1.287 -0.13 0.16 0.04 0.293
H -0.921 -0.678 2.266 -0.02 -0.05 -0.11 0.340
H -2.254 -0.879 1.103 0.18 0.11 -0.08 0.340
H -1.755 -0.627 -1.430 0.26 0.09 0.24 0.330
H -0.091 -0.274 -1.983 -0.09 0.14 0.30 0.269
H -2.008 1.523 -0.368 -0.11 0.17 -0.06 0.321
```
Forces are in eV/Å.

energy above the lowest of the compared OMol25 structures with the same formula, charge and spin	160.8	kJ/mol
spin multiplicity	1
max |F|	1.30	eV/A
E_tot	-8429.57338	eV
frontier orbital gap	9.10	eV
net charge	0